[1]
The following is a quantum chemistry calculation of a structure of composition C7H17NO at a distorted geometry, from the Open Molecules 2025 dataset.

Output
- charge = 0
- highest occupied orbital energy (eV) = -7.7

XYZ file:
```
26
C7H17NO ωB97M-V/def2-TZVPD
C -0.44970 -0.57408 -0.41243
C -0.64186 0.59842 0.42041
C 1.42100 -0.93575 -0.33987
C -2.49251 0.90304 0.24034
C 0.05646 1.88846 0.05112
C 2.21794 -0.18389 -1.38695
C 2.04643 -0.87647 1.04048
N -3.32036 -0.14819 0.75021
O -1.06675 -1.72896 0.09722
H -0.94875 -2.44581 -0.54344
H -0.67541 -0.43180 -1.47032
H -0.55730 0.36668 1.48428
H 1.36915 -1.98806 -0.64022
H -3.44679 -0.87900 0.05445
H -2.84478 -0.61569 1.52273
H -2.64866 1.81603 0.81681
H -2.71913 1.11504 -0.80554
H 1.08382 1.90238 0.41965
H -0.43994 2.74587 0.51684
H 0.06212 2.04462 -1.03066
H 2.35970 0.86997 -1.13149
H 1.74149 -0.24143 -2.37118
H 3.22833 -0.60554 -1.50448
H 3.04968 -1.32922 1.05138
H 2.17005 0.15273 1.39359
H 1.44578 -1.41934 1.77706
```

[2]
The following is a quantum chemistry calculation of a structure of composition C26H63BeBr2Cl4N4O9S at a distorted geometry, from the Open Molecules 2025 dataset.

Output
- charge = +1
- highest occupied orbital energy (eV) = -9.9

XYZ file:
```
110
C26H63BeBr2Cl4N4O9S ωB97M-V/def2-TZVPD
C -3.36254 2.27794 -1.61004
C -2.27829 1.79253 -2.69964
C -0.83280 2.29948 -2.26392
N -0.06898 1.28532 -1.45354
N 0.37729 1.86011 -0.24928
C -0.56669 1.50175 0.83849
C -0.23751 2.17754 2.22720
Cl 1.24562 1.27748 2.86809
O 0.12966 3.54440 2.15866
C -0.90532 4.36437 1.57499
H -2.96136 3.18171 -1.04192
H -4.31791 2.62689 -2.10406
H -3.53491 1.48103 -0.83296
H -2.25604 0.66454 -2.61717
H -2.53953 2.15316 -3.73245
H -0.24584 2.62151 -3.18775
H -0.89921 3.24069 -1.62793
H 0.72903 1.00281 -2.03080
H 1.26776 1.37647 -0.04306
H -1.59681 1.85426 0.51452
H -0.63441 0.37217 0.94295
H -1.05335 1.95848 2.98358
H -0.45278 4.86694 0.66130
H -1.86358 3.82104 1.34746
H -1.13965 5.18259 2.32908
Br 2.05302 -1.48772 1.03735
C 3.08162 -1.81750 2.66000
C 3.40325 -3.28112 2.80962
Br 1.84696 -4.28530 3.41831
H 2.50440 -1.41476 3.49043
H 3.99547 -1.23358 2.54197
H 4.15891 -3.43106 3.58077
H 3.73898 -3.74442 1.88404
C -5.50921 6.33408 -5.16545
C -4.40940 6.30646 -4.10694
C -3.16193 5.55697 -4.58028
C -3.50870 4.13892 -4.89459
N -3.77882 3.03572 -5.13526
H -5.85627 5.32337 -5.40481
H -6.38406 6.91164 -4.79150
H -5.16419 6.80516 -6.08951
H -4.79965 5.84111 -3.19744
H -4.13617 7.33233 -3.84922
H -2.39750 5.57268 -3.79954
H -2.74411 6.02765 -5.47330
C 0.05297 -7.94863 0.70669
C -1.00272 -7.62129 1.75279
C -1.67703 -6.28936 1.46046
O -0.39529 -7.57396 3.03876
H 0.84195 -7.18475 0.69786
H 0.53879 -8.90130 0.93134
H -0.39065 -8.01050 -0.29489
H -1.75256 -8.41474 1.77816
H -0.94818 -5.47178 1.47561
H -2.42341 -6.06217 2.22424
H -2.16888 -6.30058 0.48397
H 0.26931 -6.87656 3.02526
Be 0.52344 -6.42502 -1.46802
C -1.38614 0.85929 -7.26184
Cl -1.87749 -0.30363 -8.49664
Cl -0.38689 0.08975 -6.02106
H -0.81341 1.65441 -7.73319
H -2.27580 1.27297 -6.79183
O 6.54254 1.56230 3.00531
S 6.52992 1.88992 4.40666
O 5.95734 1.00340 5.38309
O 5.88963 3.35696 4.59510
C 4.60102 3.61179 4.02549
C 3.48847 3.02597 4.87221
C 8.17411 2.30269 4.91253
H 4.55320 3.24097 2.99769
H 4.48606 4.69639 3.98161
H 3.51846 1.93419 4.85570
H 2.51395 3.34281 4.50083
H 3.58948 3.33513 5.90945
H 8.59196 3.01600 4.20480
H 8.76279 1.38604 4.91414
H 8.13789 2.72434 5.91552
C -3.44596 -4.24285 -8.98381
O -2.05019 -4.15322 -9.23166
C -1.30790 -3.82113 -8.06289
C -0.67217 -5.05525 -7.43545
O -1.65795 -5.95504 -6.93695
C -1.90673 -7.03658 -7.82395
H -3.90472 -4.77102 -9.82075
H -3.66565 -4.79243 -8.06590
H -3.87505 -3.23697 -8.92061
H -1.93855 -3.29369 -7.34009
H -0.51216 -3.13752 -8.37390
H -0.06673 -4.74033 -6.57944
H -0.00957 -5.55964 -8.14626
H -1.10230 -7.77427 -7.74301
H -1.99426 -6.70551 -8.86111
H -2.84626 -7.50758 -7.53197
C 2.38384 3.78843 8.08887
O 1.67827 3.95040 7.11226
N 2.04699 3.06383 9.18646
C 2.94296 2.91464 10.31569
C 0.74808 2.41914 9.22815
H 3.38933 4.23519 8.15854
H 3.16127 1.85426 10.46241
H 2.46073 3.31401 11.21105
H 3.87672 3.45049 10.14467
H 0.66354 1.72490 8.38910
H -0.03318 3.17652 9.13371
H 0.62193 1.87805 10.16512
Cl -7.99513 6.02951 -5.35913
O -0.30951 -5.99699 6.14436
H -0.29907 -6.37407 5.25663
H 0.62007 -5.84212 6.34561
```

[3]
The following is a quantum chemistry calculation of a structure of composition C4H8O, from the Open Molecules 2025 dataset.

Output
- charge = 0
- highest occupied orbital energy (eV) = -9.6

XYZ file:
```
13
C4H8O ωB97M-V/def2-TZVPD
C -1.42232 0.66405 -0.72230
C -0.23792 -0.24457 -0.49112
C 1.04472 0.33835 0.12195
C 0.91943 -0.83793 1.09531
O -0.41448 -1.11727 0.64284
H -2.31457 0.07645 -0.96078
H -1.62819 1.25624 0.17493
H -1.22667 1.34574 -1.55823
H -0.03208 -0.84187 -1.39242
H 1.93292 0.39397 -0.51166
H 0.87272 1.30620 0.60253
H 0.95376 -0.61530 2.16689
H 1.59862 -1.67576 0.88252
```

[4]
The following is a quantum chemistry calculation of a cluster of 10 separate species, H20O10 in total at a distorted geometry, from the Open Molecules 2025 dataset.

Output
- structure (SMILES) = O.O.O.O.O.O.O.O.O.O
- charge = 0
- highest occupied orbital energy (eV) = -10.6

XYZ file:
```
30
H20O10 ωB97M-V/def2-TZVPD
O 0.52144 1.58043 1.66623
H 0.46810 2.31698 0.94359
H -0.13683 0.92599 1.60040
O -0.73096 -1.50685 0.67424
H 0.08708 -1.14997 1.03539
H -0.66379 -1.62847 -0.28274
O 0.53945 3.13455 -1.20321
H -0.16654 3.23755 -1.72759
H 1.26018 2.99536 -1.88097
O -0.82826 -2.43344 2.85748
H -0.19271 -2.00972 3.40903
H -0.77886 -2.41564 1.93700
O 1.07641 -1.88058 -1.26966
H 1.00111 -2.62773 -0.69642
H 0.60840 -2.25024 -2.09927
O -1.47742 0.89284 -1.39295
H -1.74423 1.06312 -0.39675
H -2.39471 1.11727 -1.67609
O -0.71054 -0.67836 -4.03828
H -1.56563 -0.23879 -3.83497
H -0.71152 -1.06544 -3.14463
O -2.29076 1.09945 1.61614
H -3.22476 1.11038 1.45882
H -2.29410 0.35123 2.17377
O 2.67973 -1.95978 1.17237
H 2.46914 -1.91610 2.18076
H 2.77355 -1.13373 0.96222
O 2.52901 1.50537 -0.16866
H 1.71542 1.89667 -0.60787
H 2.18260 1.66764 0.73260
```

no.,molar mass (g/mol),calculated total energy (Eh)
1,131.2,-406.83072
2,918.5,-9325.64131
3,72.1,-232.40715
4,180.2,-764.28912